C19H34F3N4O2 | ωB97M-V with the def2-TZVPD basis set

The geometry in XYZ format:
```
62
Properties=species:S:1:pos:R:3:mulliken_charge:R:1
F -2.788 -2.798 0.593 -0.2562
C -3.811 -2.206 1.250 0.7381
F -3.259 -1.352 2.157 -0.2329
F -4.512 -3.161 1.904 -0.2607
C -4.710 -1.361 0.366 0.1712
O -5.338 -2.072 -0.661 -0.4473
C -4.555 -2.186 -1.815 -0.6029
C -4.411 -0.829 -2.547 -1.0446
C -3.055 -0.180 -2.339 0.0116
C -2.984 1.278 -1.938 0.3834
O -1.570 1.555 -2.035 -0.3558
C -0.979 0.710 -2.950 -0.4337
N -2.120 -0.118 -3.505 -0.0181
H -5.480 -0.978 1.019 0.4505
H -4.141 -0.500 0.024 -0.4205
H -5.076 -2.867 -2.472 0.3744
H -3.581 -2.628 -1.624 0.3604
H -5.122 -0.160 -2.078 0.3605
H -4.652 -0.933 -3.596 0.5453
H -2.463 -0.684 -1.580 0.4307
H -3.475 1.901 -2.683 0.3249
H -3.318 1.488 -0.938 -0.4935
H -0.308 0.003 -2.464 0.3625
H -0.399 1.192 -3.725 0.3272
H -1.867 -1.001 -3.941 0.3625
H -2.552 0.451 -4.240 0.4356
C 1.739 0.714 0.773 -1.1951
C 3.255 0.805 0.624 -0.2849
C 3.691 1.418 -0.709 -0.5279
C 3.302 0.593 -1.850 0.2969
N 3.000 -0.059 -2.746 -0.5046
H 1.301 0.057 0.017 0.2348
H 1.477 0.312 1.751 0.4003
H 1.275 1.699 0.679 0.3481
H 3.694 -0.186 0.734 0.1771
H 3.663 1.417 1.424 0.3985
H 4.775 1.539 -0.720 0.3312
H 3.261 2.414 -0.827 0.3191
C 6.458 -2.991 2.068 -1.1311
C 7.054 -2.358 0.816 -0.4069
C 7.772 -1.034 1.100 -0.4627
C 6.856 -0.003 1.582 0.3006
N 6.137 0.807 1.962 -0.4463
H 5.692 -2.353 2.512 0.3242
H 5.995 -3.947 1.828 0.3283
H 7.227 -3.171 2.821 0.3203
H 6.269 -2.199 0.074 0.2733
H 7.774 -3.045 0.371 0.3250
H 8.254 -0.669 0.192 0.2830
H 8.560 -1.181 1.839 0.3107
C -1.721 1.485 2.343 -0.7402
C -2.075 2.953 2.172 -0.4587
C -3.589 3.113 2.018 -0.6826
C -4.025 2.398 0.818 0.2821
N -4.369 1.832 -0.120 -0.4559
H -2.057 0.921 1.471 0.1031
H -0.646 1.338 2.440 0.1925
H -2.195 1.055 3.226 0.3530
H -1.575 3.352 1.288 0.2729
H -1.724 3.538 3.023 0.3904
H -3.868 4.164 1.940 0.3336
H -4.110 2.707 2.886 0.3251
```

Output
Highest occupied orbital energy (eV): -13.35
Total energy (hartree): -1413.14740
Net charge: +1
Frontier orbital gap (eV): 10.55